Molecular formula: C28H36N8NaO3PS2
Method: DFT, wB97M-V/def2-TZVPD

Summary:
- Net charge: 0
- F_max: 1.79 eV Å⁻¹
- Calculated total energy: -3052.367056 hartree
- HOMO: -0.2557 Eh
- Frontier orbital gap: 5.84 eV
- Spin multiplicity: 1

Last column: natural (NBO) charge in e.
CARTESIAN COORDINATES (ANGSTROEM)
Na (0.10, -0.32, -0.23)  0.834
C (2.96, -5.79, 0.09)  -0.748
S (1.25, -5.39, 0.56)  0.204
C (1.26, -3.60, 0.51)  -0.080
S (2.30, -2.77, -0.49)  -0.317
N (0.38, -3.15, 1.37)  -0.491
N (0.23, -1.82, 1.49)  -0.252
C (-0.43, -1.42, 2.51)  -0.022
C (-0.58, -0.02, 2.81)  0.144
C (-1.12, 0.38, 4.04)  -0.234
C (-1.16, 1.72, 4.35)  -0.165
C (-0.66, 2.64, 3.43)  -0.273
C (-0.17, 2.15, 2.23)  0.056
N (-0.13, 0.87, 1.92)  -0.449
H (2.97, -6.80, -0.30)  0.218
H (3.59, -5.72, 0.97)  0.212
H (3.28, -5.07, -0.67)  0.256
H (-0.83, -2.14, 3.23)  0.179
H (-1.49, -0.36, 4.73)  0.220
H (-1.55, 2.06, 5.30)  0.219
H (-0.67, 3.70, 3.64)  0.223
H (0.20, 2.81, 1.46)  0.194
O (6.91, 4.42, -0.82)  -0.383
N (6.54, 3.49, -0.13)  0.524
O (7.17, 3.07, 0.82)  -0.377
C (5.28, 2.87, -0.48)  0.016
C (4.67, 3.35, -1.61)  -0.116
C (3.43, 2.85, -2.06)  -0.136
C (2.81, 3.30, -3.24)  -0.114
C (1.60, 2.75, -3.60)  -0.266
C (1.03, 1.78, -2.76)  0.080
N (1.58, 1.36, -1.65)  -0.443
C (2.76, 1.87, -1.29)  0.270
C (3.39, 1.36, -0.10)  0.123
N (2.71, 0.43, 0.57)  -0.392
C (3.26, -0.13, 1.62)  0.087
C (4.53, 0.22, 2.08)  -0.239
C (5.23, 1.21, 1.44)  -0.161
C (4.67, 1.83, 0.30)  -0.036
H (5.17, 4.13, -2.17)  0.251
H (3.29, 4.05, -3.85)  0.221
H (1.09, 3.06, -4.50)  0.226
H (0.08, 1.32, -3.01)  0.199
H (2.66, -0.88, 2.11)  0.214
H (4.96, -0.29, 2.94)  0.224
H (6.20, 1.51, 1.79)  0.251
C (-2.32, -4.86, -0.25)  -0.423
N (-1.98, -3.46, -0.34)  -0.619
C (-1.50, -2.80, -1.41)  0.810
N (-1.54, -3.47, -2.60)  -0.834
O (-1.15, -1.62, -1.33)  -0.756
H (-2.31, -5.15, 0.79)  0.230
H (-1.59, -5.50, -0.77)  0.201
H (-3.31, -5.05, -0.67)  0.192
H (-1.82, -2.98, 0.54)  0.421
H (-1.52, -4.48, -2.58)  0.393
H (-1.05, -3.03, -3.36)  0.406
C (-4.19, 1.07, -3.09)  -0.612
C (-2.78, 0.93, -2.51)  -0.703
P (-2.57, 0.80, -0.67)  0.813
C (-3.38, 2.43, -0.25)  -0.703
C (-3.53, 2.67, 1.24)  -0.615
C (-3.97, -0.35, -0.27)  -0.713
C (-3.89, -0.91, 1.14)  -0.593
H (-4.14, 1.05, -4.18)  0.210
H (-4.65, 2.01, -2.79)  0.202
H (-4.83, 0.25, -2.78)  0.207
H (-2.19, 1.81, -2.81)  0.210
H (-2.29, 0.05, -2.92)  0.233
H (-4.36, 2.50, -0.73)  0.205
H (-2.73, 3.20, -0.68)  0.213
H (-4.28, 2.01, 1.67)  0.200
H (-3.84, 3.70, 1.43)  0.207
H (-2.59, 2.50, 1.76)  0.215
H (-3.89, -1.18, -0.99)  0.229
H (-4.93, 0.15, -0.42)  0.213
H (-2.89, -1.28, 1.34)  0.199
H (-4.59, -1.74, 1.26)  0.208
H (-4.12, -0.16, 1.89)  0.203